Arrangement i

Formula: C6H16N2
Source: the Open Molecules 2025 dataset
Level of theory: ωB97M-V/def2-TZVPD

```
24
Properties=species:S:1:pos:R:3:nbo_charge:R:1
C -0.201 0.099 0.117 -0.24
N -0.771 -1.117 0.712 -0.53
C -2.152 -1.319 0.318 -0.25
C -3.111 -0.161 0.623 -0.63
C 1.326 0.022 0.089 -0.10
N 1.750 1.025 -0.898 -0.17
C 1.635 2.442 -0.515 -0.47
C 2.007 -1.296 -0.242 -0.65
H -0.576 0.985 0.625 0.22
H -0.525 0.175 -0.946 0.19
H -0.121 -1.834 0.430 0.37
H -2.346 -1.709 -0.685 0.20
H -2.518 -2.151 0.932 0.22
H -2.999 0.224 1.637 0.22
H -4.107 -0.605 0.645 0.24
H -3.103 0.625 -0.116 0.21
H 1.757 0.300 1.067 0.25
H 2.645 0.799 -1.312 0.41
H 2.581 2.974 -0.451 0.27
H 1.016 2.524 0.367 0.24
H 1.102 2.863 -1.380 0.27
H 1.885 -2.061 0.521 0.26
H 1.740 -1.672 -1.234 0.23
H 3.087 -1.133 -0.306 0.23
```

Calculated values
Net charge = +1
2S+1 = 2
Gap between HOMO and LUMO (alpha / beta) = 0.383 / 0.169 Ha
Highest occupied orbital energy (alpha / beta) = -13.263 / -12.587 eV
Expectation value of S² = 0.756

Arrangement ii

Formula: C6H16N2
Source: the Open Molecules 2025 dataset
Level of theory: ωB97M-V/def2-TZVPD

```
24
Properties=species:S:1:pos:R:3:nbo_charge:R:1
C -0.838 -0.601 -0.166 -0.29
N 0.037 0.533 -0.346 -0.09
C -0.435 1.875 -0.293 -0.29
C 0.447 2.834 -1.101 -0.22
N 0.006 4.185 -0.831 -0.82
C -0.065 -1.876 -0.487 -0.43
C -0.133 -3.214 1.708 -0.61
C 0.725 -2.441 0.686 -0.41
H -1.292 -0.614 0.830 0.27
H -1.646 -0.503 -0.890 0.25
H 0.899 0.343 0.175 0.41
H -0.520 2.226 0.744 0.28
H -1.460 1.892 -0.651 0.24
H 1.502 2.701 -0.827 0.18
H 0.363 2.616 -2.159 0.22
H 0.388 4.813 -1.530 0.38
H 0.341 4.553 0.051 0.37
H -0.684 -2.656 -0.932 0.25
H 0.599 -1.673 -1.324 0.23
H 0.537 -3.687 2.409 0.23
H -0.814 -2.551 2.244 0.20
H -0.780 -3.922 1.199 0.22
H 1.477 -3.159 0.349 0.23
H 1.346 -1.671 1.142 0.18
```

Calculated values
Net charge = +1
2S+1 = 2
Gap between HOMO and LUMO (alpha / beta) = 0.388 / 0.207 Ha
Highest occupied orbital energy (alpha / beta) = -13.466 / -13.444 eV
Expectation value of S² = 0.754

Relative energy of each structure, in hartree: arrangement i 0.0233; arrangement ii 0.0000.

Arrangement i

Formula: CH2N4O3
Source: the Open Molecules 2025 dataset
Level of theory: ωB97M-V/def2-TZVPD

```
10
Properties=species:S:1:pos:R:3:nbo_charge:R:1
O 2.325 -0.514 -0.291 -0.56
N 1.259 0.265 0.252 -0.26
C 0.127 -0.369 0.207 0.56
O -0.150 -1.608 0.268 -0.35
N -1.565 -1.681 -0.215 0.14
N -1.974 -0.531 -0.253 0.02
N -1.109 0.329 0.340 -0.01
O -1.087 1.580 -0.226 -0.52
H 2.905 0.289 -0.523 0.48
H -0.729 2.241 0.442 0.50
```

Calculated values
2S+1 = 1
SMILES = O/N=c1\onnn1O
Gap between HOMO and LUMO = 0.342 Ha
Highest occupied orbital energy = -9.256 eV

Arrangement ii

Formula: CH2N4O3
Source: the Open Molecules 2025 dataset
Level of theory: ωB97M-V/def2-TZVPD

```
10
Properties=species:S:1:pos:R:3:nbo_charge:R:1
C 0.007 -1.510 -1.287 0.37
N 0.066 -2.026 -2.328 -0.31
N -0.002 -0.996 -0.049 -0.48
N 0.192 0.302 0.250 0.07
N -1.965 0.693 0.949 0.53
O -2.423 -0.387 1.110 -0.33
O -2.363 1.798 1.013 -0.30
O 0.285 1.027 -0.884 -0.51
H -0.353 -1.630 0.757 0.46
H 0.335 1.945 -0.380 0.51
```

Calculated values
2S+1 = 1
Gap between HOMO and LUMO (alpha / beta) = 0.350 / 0.274 Ha
Highest occupied orbital energy (alpha / beta) = -9.778 / -8.604 eV

Relative energy of each structure, in hartree: arrangement i 0.0000; arrangement ii 0.0359.

Arrangement i

Formula: C4H9PS
Source: the Open Molecules 2025 dataset
Level of theory: ωB97M-V/def2-TZVPD

```
15
Properties=species:S:1:pos:R:3:nbo_charge:R:1
C 2.852 0.739 -0.547 -0.56
C 2.795 0.311 0.664 -0.09
C -2.295 -0.313 -0.345 -0.62
C -1.019 -0.656 0.471 -0.76
P -0.548 0.945 1.273 0.45
S -0.309 1.974 -0.540 -0.31
H 3.261 0.218 -1.434 0.22
H 2.146 1.615 -0.848 0.22
H 2.300 0.543 1.592 0.19
H -3.177 -0.187 0.468 0.19
H -2.157 0.690 -0.759 0.21
H -2.656 -0.947 -1.146 0.22
H -0.222 -0.889 -0.171 0.22
H -1.268 -1.557 0.893 0.24
H -0.762 3.173 -0.094 0.16
```

Calculated values
2S+1 = 1
Gap between HOMO and LUMO (alpha / beta) = 0.282 / 0.290 Ha
Highest occupied orbital energy (alpha / beta) = -8.556 / -7.848 eV

Arrangement ii

Formula: C4H9PS
Source: the Open Molecules 2025 dataset
Level of theory: ωB97M-V/def2-TZVPD

```
15
Properties=species:S:1:pos:R:3:nbo_charge:R:1
C -2.647 -0.112 -0.781 -0.75
S -2.309 -0.017 1.037 -0.10
P -0.753 1.407 1.128 0.27
C 0.979 0.301 0.642 -0.02
C 2.234 0.998 0.300 -0.73
C 0.924 -1.103 0.288 -0.76
H -2.134 -0.743 -1.541 0.22
H -2.599 0.927 -1.263 0.22
H -3.712 -0.427 -0.743 0.23
H 2.235 1.427 -0.747 0.25
H 2.909 0.099 0.351 0.22
H 2.406 1.901 0.792 0.24
H 1.776 -1.714 0.344 0.22
H 0.290 -1.658 0.914 0.25
H 0.402 -1.286 -0.722 0.25
```

Calculated values
2S+1 = 1
SMILES = CSP=C(C)C
Gap between HOMO and LUMO (alpha / beta) = 0.254 / 0.287 Ha
Highest occupied orbital energy (alpha / beta) = -7.729 / -7.929 eV

Relative energy of each structure, in hartree: arrangement i 0.0662; arrangement ii 0.0000.